{
  "formula": "C25H48Cl3CoN4O3SSi",
  "method": "ωB97M-V with the def2-TZVPD basis set",
  "species": ["C", "C", "H", "H", "H", "C", "C", "H", "H", "H", "H", "Co", "Cl", "Cl", "C", "O", "N", "C", "C", "H", "H", "H", "H", "H", "H", "H", "H", "H", "C", "C", "N", "H", "C", "O", "H", "H", "H", "H", "O", "C", "C", "C", "H", "C", "H", "C", "H", "C", "C", "H", "H", "H", "Si", "Cl", "C", "C", "C", "H", "H", "H", "H", "H", "H", "H", "H", "H", "C", "N", "C", "C", "S", "N", "C", "C", "H", "H", "H", "H", "H", "H", "H", "H", "H", "H", "H", "H"],
  "positions_angstrom": [[1.95302, -2.78043, -3.50371], [1.91936, -1.78487, -4.63970], [1.24892, -3.61596, -3.66686], [1.75092, -2.31322, -2.52639], [2.95886, -3.23052, -3.45616], [1.86434, -2.18502, -5.91841], [1.92346, -3.62468, -6.32630], [1.83698, -1.44271, -6.72444], [1.17360, -4.25871, -5.81140], [2.91311, -4.09022, -6.14047], [1.72762, -3.68294, -7.40669], [2.33889, 0.33881, -1.63311], [3.91249, 1.78429, -1.85065], [2.23314, -1.06314, -0.02363], [0.63312, 2.42168, -0.36353], [0.16901, 1.30294, -0.87748], [-0.15743, 3.41484, 0.05130], [-1.58937, 3.22941, 0.33005], [0.47461, 4.42016, 0.94396], [1.73189, 2.51097, -0.27832], [-1.71169, 2.39068, 1.11185], [-2.16550, 3.01825, -0.59404], [-1.97704, 4.14677, 0.78965], [1.17181, 3.93632, 1.65195], [-0.30099, 4.92307, 1.53527], [0.99028, 5.21236, 0.37832], [0.37043, -4.13349, 2.70107], [-0.19933, -2.73442, 0.04986], [-0.71688, -4.13646, 2.72191], [-1.00231, -3.40564, 0.38313], [-1.28227, -3.20270, 1.79079], [-1.04527, -3.87518, 3.71749], [-2.32856, -2.43426, 2.23965], [-3.40977, -2.24491, 1.67233], [-1.90717, -3.23321, -0.19886], [-2.10085, -1.94157, 3.22344], [-1.03125, -5.15971, 2.50509], [-0.65338, -4.43130, 0.23137], [1.54800, -0.09838, -3.09419], [2.03414, -0.27418, -4.36323], [0.27243, 0.51093, -6.13550], [1.33459, 0.75275, -5.26867], [-0.16840, -0.47510, -6.19079], [-0.16394, 1.49680, -7.02807], [3.11489, -0.00682, -4.31985], [1.77439, 2.07563, -5.11550], [-0.89614, 1.25644, -7.80368], [0.40443, 2.77435, -6.96248], [1.34392, 3.07991, -5.97784], [2.52271, 2.29530, -4.34545], [0.10817, 3.52929, -7.68182], [1.79072, 4.08151, -5.93314], [-1.50716, 1.22646, -1.49895], [-1.63066, 0.80249, 1.85587], [-1.54553, -0.11051, -3.00676], [-1.32779, 2.60941, -2.78588], [-2.41349, -0.13057, -0.61390], [-1.31877, 0.31744, -3.99423], [-2.60693, -0.41792, -2.98423], [-0.86752, -0.96849, -2.82579], [-3.44919, -0.13890, -1.00300], [-2.46858, 0.05664, 0.50804], [-1.93423, -1.12582, -0.76916], [-1.48235, 2.25419, -3.80366], [-0.34484, 3.07224, -2.83689], [-2.05804, 3.39549, -2.62547], [2.24648, 0.65502, 6.17252], [1.05397, 0.19717, 6.91433], [1.32040, -0.88545, 7.87773], [-0.15907, 0.22672, 6.26403], [-0.23618, 0.51838, 4.60948], [-1.26548, -0.10103, 6.99393], [-1.34196, 0.36687, 8.36105], [-2.53098, -0.24964, 6.32273], [3.13259, 0.36785, 6.75828], [2.18877, 1.74476, 6.03091], [2.26189, 0.17458, 5.18199], [1.49650, -0.49340, 8.88870], [0.50172, -1.60733, 7.89711], [2.23488, -1.41403, 7.59136], [-1.68411, 1.40363, 8.40143], [-2.06198, -0.23604, 8.91059], [-0.38672, 0.30329, 8.88062], [-2.93388, 0.72268, 6.07842], [-2.40393, -0.80615, 5.40284], [-3.21449, -0.77378, 6.97786]],
  "forces_ev_per_angstrom": [[0.218, 0.124, 0.195], [-0.170, 0.479, -1.704], [0.193, 0.410, 0.009], [0.033, -0.217, -0.512], [-0.204, 0.060, 0.070], [0.247, -0.057, 0.539], [-0.186, -0.511, -0.471], [0.113, -0.284, 0.355], [0.323, 0.341, -0.203], [-0.398, 0.271, -0.033], [0.065, -0.260, 0.248], [0.537, 0.146, 1.567], [0.869, 1.156, 0.007], [0.066, -0.915, 1.200], [-1.688, -0.803, 0.066], [0.476, 2.282, 0.729], [1.217, -0.716, 0.799], [-0.490, 0.508, -0.058], [0.471, 0.408, 0.104], [-0.590, 0.086, -0.049], [0.087, 0.659, -0.875], [0.215, 0.588, 0.723], [0.061, -0.120, -0.519], [-0.321, 0.219, -0.435], [0.214, -0.379, -0.244], [-0.077, -0.464, 0.039], [0.226, 0.119, -0.005], [-0.171, -0.036, 0.058], [0.540, 0.213, 0.030], [-0.033, -0.074, -0.057], [-0.306, 0.203, -0.093], [-0.023, 0.015, 0.363], [-1.514, 0.444, -0.198], [1.899, -0.179, 0.443], [0.046, -0.056, -0.046], [-0.269, -0.567, -0.395], [-0.225, -0.112, -0.019], [-0.172, 0.022, -0.081], [-2.094, 0.247, -1.499], [0.104, -0.706, 0.923], [0.220, -0.030, -0.546], [0.062, 0.099, 0.210], [0.086, -0.065, 0.019], [0.356, 0.345, 0.333], [-0.204, -0.118, -0.595], [0.457, -0.013, -0.245], [0.123, 0.111, 0.371], [-0.256, -0.226, -0.087], [-0.014, -0.095, -0.036], [-0.170, -0.129, -0.304], [-0.008, 0.013, 0.020], [-0.295, -0.415, 0.096], [1.999, -4.308, -4.166], [1.128, 0.020, 3.122], [0.670, 0.542, 0.048], [-1.188, 1.158, 0.128], [-2.046, 0.376, 2.301], [0.052, -0.355, 0.282], [0.483, -0.127, -0.236], [-0.528, 0.348, -0.093], [0.394, -0.230, -0.026], [-0.575, -0.797, -2.325], [-0.120, 1.147, -0.384], [-0.186, -0.290, 0.285], [0.197, -0.063, 0.516], [-0.072, 0.608, -0.110], [-0.475, -0.216, 0.098], [0.360, -0.342, 0.524], [0.228, 0.285, -0.067], [0.602, -0.246, -1.593], [-0.298, 0.145, 0.936], [0.780, -0.212, 0.578], [-0.125, -0.017, 0.330], [0.067, 0.016, -0.059], [-0.293, 0.312, -0.186], [0.167, -0.407, 0.017], [0.188, 0.187, 0.284], [-0.106, -0.106, -0.083], [0.033, 0.163, 0.012], [-0.152, 0.009, -0.112], [-0.043, 0.184, -0.009], [-0.062, -0.094, 0.052], [-0.231, 0.071, -0.156], [-0.340, 0.354, -0.252], [0.007, 0.000, -0.103], [-0.163, -0.136, 0.233]],
  "mulliken_charge": [-1.28, 0.29, 0.39, -0.18, 0.34, -0.07, -1.44, 0.41, 0.28, 0.27, 0.38, -0.39, -0.60, -0.50, -0.28, 0.20, 0.35, -0.68, -0.99, 0.34, 0.11, 0.04, 0.51, 0.37, 0.37, 0.32, 0.31, 0.14, -1.01, -0.99, 0.32, 0.34, 0.43, -0.59, 0.38, -0.14, 0.35, 0.40, 0.83, 0.05, 0.15, 0.12, 0.53, -0.90, 0.40, -0.30, 0.35, -0.42, -0.74, 0.31, 0.39, 0.39, 1.33, -0.66, -1.33, -1.58, -0.74, 0.20, 0.52, 0.07, 0.41, -0.01, -0.19, 0.46, 0.38, 0.48, -1.05, 0.11, -1.24, -0.04, -0.18, 0.18, -0.97, -0.63, 0.44, 0.26, 0.37, 0.29, 0.39, 0.45, 0.31, 0.35, 0.29, 0.37, -0.03, 0.30],
  "lumo_energy_ev": 2.28,
  "molar_mass_g_mol": 678.129,
  "multiplicity": 4,
  "orbital_gap_ev": 6.955,
  "charge": -1,
  "total_energy_ev": -132713.7274,
  "s_squared": 3.759,
  "de_lowest_kj_mol": 324.9
}